1.
This record from the Open Molecules 2025 dataset describes a single C18H24O5 molecule. The level of theory is ωB97M-V/def2-TZVPD.

Its HOMO energy is -8.0 eV. The value obtained for the gap between HOMO and LUMO is 8.4 eV. For the total energy, the calculation gives -29292.84241 eV. The value obtained for the largest force on an atom is 0.0786 Eh/bohr. The energy above the lowest of the compared OMol25 structures with the same formula, charge and spin comes out at 22.8 kJ/mol.

Geometry as XYZ:
```
47
Properties=species:S:1:pos:R:3:forces:R:3
C -0.980854 1.727732 -2.169108 0.2 -0.2 0.6
C -0.345376 2.424132 -0.910380 -1.1 -1.6 0.5
C -1.268481 3.419912 -0.250899 0.1 1.6 3.0
C -1.035222 3.874038 1.064789 0.2 -1.9 -3.6
C 0.092053 3.302017 1.805776 0.8 -0.3 1.0
C 0.520768 3.920183 3.011299 -0.3 -0.6 -1.1
C 1.512271 3.324161 3.760430 -0.1 -0.1 0.1
O 1.864061 3.844994 4.974925 0.2 -0.4 0.9
C 2.141477 2.191652 3.308396 0.7 -1.0 -0.3
C 1.811403 1.579967 2.096630 -1.2 1.1 0.2
C 0.732337 2.101922 1.368332 -0.2 0.7 0.2
C 0.175117 1.382419 0.159577 -0.8 0.5 -0.5
C -0.910184 0.342929 0.573137 1.0 -0.1 0.7
C -0.329903 -0.971109 1.151658 0.9 0.6 0.0
C 0.582307 -1.798315 0.234051 -0.5 0.2 -0.3
O 1.120965 -2.863700 0.983569 0.2 -0.4 0.0
C -0.174454 -2.369311 -0.963730 0.1 0.2 -0.4
C 0.616679 -3.469648 -1.701182 -1.1 0.3 -0.3
O 0.514100 -4.681304 -0.971330 0.2 -0.6 -0.3
C 0.162045 -3.636355 -3.184725 0.0 0.5 -0.7
C -1.322136 -3.935166 -3.263444 0.4 -0.6 2.0
O -1.739297 -4.929348 -2.696280 -0.4 0.4 -0.6
O -2.126678 -2.956931 -3.709093 -0.6 -0.2 0.5
H -1.992532 1.356870 -1.895419 0.6 0.3 -0.4
H -0.375361 0.847150 -2.510582 -0.4 0.8 0.4
H -1.054870 2.426472 -3.020480 -0.1 -0.2 0.4
H 0.494679 2.984915 -1.230633 1.1 0.6 -0.4
H -2.064834 3.885298 -0.847426 0.3 -0.2 0.3
H -1.592626 4.648789 1.558641 -0.4 0.2 -0.2
H 0.066682 4.827860 3.365758 -0.2 0.2 0.1
H 2.230839 3.124641 5.545571 -0.4 1.0 -0.8
H 2.899637 1.794402 3.977225 0.2 -0.2 -0.3
H 2.316054 0.714893 1.707992 0.2 -0.3 0.2
H 0.981384 0.832279 -0.288350 0.5 -0.2 -0.4
H -1.552473 0.105606 -0.242726 -0.5 -0.1 -0.8
H -1.534274 0.810160 1.328487 -0.2 0.0 0.2
H 0.289031 -0.722712 2.029218 -0.3 -0.2 -0.1
H -1.121618 -1.636836 1.469356 -0.3 -0.1 0.2
H 1.406824 -1.169828 -0.124595 0.1 0.0 -0.1
H 1.118716 -3.653269 0.404595 0.0 0.2 0.8
H -1.114259 -2.775712 -0.587972 -0.1 -0.2 -0.1
H -0.423884 -1.601526 -1.698063 0.0 0.3 0.2
H 1.667136 -3.157597 -1.708704 0.0 -0.4 -0.1
H -0.305834 -5.169913 -1.203653 0.4 0.6 0.0
H 0.721343 -4.458522 -3.649897 -0.2 0.2 0.2
H 0.347104 -2.711549 -3.743450 0.2 -0.2 0.2
H -3.019861 -3.126745 -3.307289 0.9 0.0 -0.7
```
Forces are in eV/Å.

Results of the Löwdin charge analysis, in e, for atoms 1 through 4: -0.0623, -0.3032, -0.0243, -0.0154



2.
This record from the Open Molecules 2025 dataset describes a single C2H4N2O3 molecule. The level of theory is ωB97M-V/def2-TZVPD.

Its HOMO energy is -9.0 eV. The value obtained for the gap between HOMO and LUMO is 9.8 eV. For the total energy, the calculation gives -11256.68128 eV. The value obtained for the largest force on an atom is 0.1027 Eh/bohr. The energy above the lowest of the compared OMol25 structures with the same formula, charge and spin comes out at 567.9 kJ/mol.

Geometry as XYZ:
```
11
Properties=species:S:1:pos:R:3:forces:R:3
O -2.202575 -1.409174 0.468235 -0.8 -1.6 0.0
C -1.785879 -0.378837 0.126886 3.0 2.1 1.6
N -2.088480 0.689417 -0.625241 0.0 1.0 -0.9
O -0.948807 1.462249 -0.223329 -0.9 2.1 -2.5
N -0.523057 0.518971 0.690370 -0.7 -2.4 0.7
C 0.868234 0.021294 0.475609 -3.6 -3.8 0.5
O 0.937883 -0.716397 -0.729661 0.6 1.8 -0.9
H -2.779030 1.003164 -1.364638 1.3 -0.6 1.5
H 0.963399 -0.642834 1.377535 0.1 0.4 -0.8
H 1.657144 0.682457 0.486915 1.1 2.2 0.0
H 0.924545 -1.650611 -0.676910 -0.1 -1.3 0.7
```
Forces are in eV/Å.

Results of the Löwdin charge analysis, in e, for atoms 1 through 4: 0.1490, -0.4441, 0.1275, -0.0815



3.
This record from the Open Molecules 2025 dataset describes 2 unconnected molecules or ions with the total composition C3H7NO4. The level of theory is ωB97M-V/def2-TZVPD.

Its HOMO energy is -9.9 eV. The value obtained for the gap between HOMO and LUMO is 10.1 eV. For the total energy, the calculation gives -12904.35751 eV. The value obtained for the largest force on an atom is 0.0729 Eh/bohr. The energy above the lowest of the compared OMol25 structures with the same formula, charge and spin comes out at 157.2 kJ/mol.

Geometry as XYZ:
```
15
Properties=species:S:1:pos:R:3:forces:R:3
N 0.018650 0.976521 -1.142467 0.0 -1.5 -0.9
C -0.054092 1.546094 0.064510 -0.3 1.6 1.2
O 0.067238 2.748037 0.233893 0.1 -0.4 0.0
C -0.364954 0.682000 1.315867 0.9 0.8 0.4
O -0.048992 -0.676099 1.144742 -1.6 -0.7 -0.8
C 1.189306 -1.113344 1.034814 2.2 1.8 2.4
O 2.189186 -0.430597 1.326209 -2.5 -2.3 -1.5
H -0.237522 -0.010510 -1.224202 0.4 0.6 0.1
H 0.353524 1.487689 -1.962896 -0.3 -0.2 0.8
H -1.421697 0.763009 1.635529 0.6 -0.2 -0.5
H 0.266946 1.055069 2.144710 -0.3 0.2 -0.6
H 1.031994 -2.201050 0.894017 1.1 0.2 -0.4
O -1.195836 -1.754092 -1.505132 0.7 0.6 -0.9
H -1.475291 -1.032520 -2.112978 0.0 -0.9 0.4
H -0.318460 -2.040208 -1.846617 -0.9 0.1 0.2
```
Forces are in eV/Å.

Results of the Löwdin charge analysis, in e, for atoms 1 through 4: 0.1779, -0.5175, 0.0496, -0.0715



> Which of these has the highest gap between HOMO and LUMO?

C3H7NO4



> What is the formula in the second record?

C2H4N2O3



> What is the gap between HOMO and LUMO in the third record?

10.1 eV